# 1
{
  "formula": "C3H6NO2",
  "method": "ωB97M-V/def2-TZVPD",
  "elements": ["N", "C", "C", "C", "O", "O", "H", "H", "H", "H", "H", "H"],
  "positions_angstrom": [[1.74037, -0.70931, -0.93438], [1.47263, 0.59574, -0.26870], [-0.00140, 0.95749, -0.23848], [-1.02294, -0.03127, 0.44907], [-0.61845, -1.17903, 0.78779], [-2.15446, 0.45400, 0.58692], [1.27967, -0.64782, -1.82969], [1.23775, -1.42406, -0.41182], [2.04224, 1.29242, -0.89446], [1.85543, 0.48030, 0.74450], [-0.14839, 1.93787, 0.24390], [-0.44976, 1.16916, -1.21760]],
  "charge": -1,
  "gap_ev": 8.4,
  "smiles": "NCCC(=O)[O-]",
  "homo_ev": -4.05,
  "relative_energy_kcal_mol": 6.6
}


# 2
{
  "formula": "C7H12",
  "method": "ωB97M-V/def2-TZVPD",
  "elements": ["C", "C", "C", "C", "C", "C", "C", "H", "H", "H", "H", "H", "H", "H", "H", "H", "H", "H", "H"],
  "positions_angstrom": [[-2.93304, 0.61749, 0.23052], [-2.14376, -0.05396, -0.78587], [-0.63613, -0.01747, -0.33597], [0.32682, -0.70183, -1.29668], [1.63321, -0.55722, -0.65014], [2.46979, -0.26581, 0.16745], [3.24722, 0.19372, 1.31295], [-3.39282, 0.05043, 1.03159], [-0.30802, 1.08284, 1.94325], [-3.31362, 1.61901, 0.05172], [-2.40388, -1.11595, -0.89612], [-2.20713, 0.43254, -1.76824], [-0.60955, -0.46853, 0.65792], [-0.38258, 1.03343, -0.18313], [0.04873, -1.75421, -1.42433], [0.29213, -0.22028, -2.28002], [2.51829, 0.62383, 2.01632], [3.96924, 0.97020, 1.04350], [3.77430, -0.62266, 1.81542]],
  "charge": 0,
  "gap_ev": [7.4, 9.7],
  "homo_ev": [-8.01, -9.30],
  "relative_energy_kcal_mol": 147.8
}


# 3
{
  "formula": "C42H59AlF10O33PS2",
  "method": "ωB97M-V/def2-TZVPD",
  "elements": ["C", "C", "C", "C", "C", "C", "C", "C", "Al", "C", "C", "C", "C", "S", "O", "O", "O", "P", "S", "H", "H", "H", "H", "H", "H", "H", "H", "H", "H", "H", "H", "H", "H", "H", "H", "H", "H", "H", "H", "H", "H", "H", "H", "H", "H", "H", "H", "H", "C", "C", "O", "C", "O", "O", "F", "H", "H", "H", "C", "C", "O", "C", "O", "O", "F", "H", "H", "H", "C", "C", "O", "C", "O", "O", "F", "H", "H", "H", "C", "C", "O", "C", "O", "O", "F", "H", "H", "H", "C", "C", "O", "C", "O", "O", "F", "H", "H", "H", "C", "C", "O", "C", "O", "O", "F", "H", "H", "H", "C", "C", "O", "C", "O", "O", "F", "H", "H", "H", "C", "C", "O", "C", "O", "O", "F", "H", "H", "H", "C", "C", "O", "C", "O", "O", "F", "H", "H", "H", "C", "C", "O", "C", "O", "O", "F", "H", "H", "H"],
  "positions_angstrom": [[1.71139, -9.42665, -5.06311], [0.24416, -9.05296, -4.81953], [-0.18578, -9.28188, -3.36037], [0.09939, -8.04454, -2.48915], [0.33592, -8.32506, -0.99129], [1.75009, -7.96002, -0.49878], [1.86457, -7.04613, 0.73674], [0.85586, -5.89480, 0.91649], [0.41135, -4.81203, -0.70866], [1.93417, -4.49310, -1.96495], [2.74725, -3.22655, -1.58812], [4.25538, -3.41400, -1.80012], [5.20026, -2.18313, -1.62460], [4.46734, -0.58118, -1.50998], [5.52047, 0.37282, -1.26486], [3.58310, -0.32547, -2.61042], [3.65426, -0.76112, -0.17823], [-0.24487, -2.58899, 0.07138], [0.99464, -1.84604, 1.48450], [1.79113, -10.50547, -5.22863], [2.34338, -9.17497, -4.20844], [2.11519, -8.92806, -5.94712], [-0.39532, -9.61980, -5.50303], [0.09782, -7.99265, -5.04960], [-1.25731, -9.49838, -3.33217], [0.35751, -10.14731, -2.96502], [0.98308, -7.55132, -2.90945], [-0.72816, -7.34331, -2.60844], [-0.42840, -7.83606, -0.38562], [0.20338, -9.40503, -0.84965], [2.26773, -8.89162, -0.24078], [2.33113, -7.52122, -1.31341], [1.90062, -7.66279, 1.64550], [2.85780, -6.58131, 0.67120], [-0.08145, -6.25835, 1.35414], [1.29959, -5.21428, 1.65599], [-0.89991, -5.38499, -1.45990], [2.58837, -5.37142, -2.02991], [1.52052, -4.35868, -2.97383], [2.56698, -2.98678, -0.53917], [2.37528, -2.41123, -2.20549], [4.57833, -4.15361, -1.05955], [4.39755, -3.89452, -2.77309], [5.82739, -2.27498, -0.73674], [5.87308, -2.06623, -2.48030], [2.69525, -0.62848, -0.33782], [-1.56395, -2.56162, 0.56109], [-0.32142, -1.63980, -0.96358], [-3.05481, -0.54239, -4.99450], [-2.41474, 0.38905, -3.98475], [-2.46916, -0.37251, -2.79873], [-2.45821, -1.70167, -3.14732], [-2.24792, -2.58527, -2.39635], [-2.70622, -1.82933, -4.47155], [-3.11894, 1.54224, -3.81545], [-4.13674, -0.43743, -5.00315], [-2.66668, -0.41599, -6.00065], [-1.37703, 0.65308, -4.19543], [6.33111, -5.70455, -4.62382], [7.53846, -6.61821, -4.65667], [7.15415, -7.65639, -3.78457], [5.78603, -7.72390, -3.77047], [5.16708, -8.61233, -3.30339], [5.26850, -6.62436, -4.37022], [8.65765, -6.01904, -4.17706], [6.40420, -5.00020, -3.79300], [6.16454, -5.16417, -5.55116], [7.76553, -7.03677, -5.63913], [2.06047, 1.61765, 1.52389], [1.48037, 1.86920, 0.14452], [0.25217, 2.50416, 0.44112], [0.38875, 3.13237, 1.63815], [-0.36270, 3.95197, 2.05606], [1.50072, 2.71480, 2.26668], [1.25359, 0.71476, -0.52700], [1.69840, 0.66877, 1.92830], [3.14407, 1.63988, 1.55550], [2.07182, 2.52423, -0.49860], [6.85701, 0.59385, 1.96421], [6.00065, 1.57441, 2.73524], [6.84661, 1.93531, 3.81883], [8.13917, 1.77401, 3.40650], [9.08413, 2.21257, 3.97580], [8.18055, 1.06807, 2.26685], [4.87298, 1.00890, 3.22109], [6.73178, -0.41392, 2.36294], [6.68144, 0.59534, 0.89423], [5.73115, 2.47770, 2.18473], [7.94150, 2.33312, 6.88896], [7.50426, 3.15972, 8.07962], [7.21527, 2.17486, 9.05252], [7.96769, 1.07154, 8.76984], [8.13920, 0.16732, 9.51313], [8.49789, 1.17738, 7.53300], [6.38617, 3.88655, 7.83241], [7.08794, 2.03468, 6.28258], [8.68194, 2.81466, 6.26145], [8.27026, 3.83047, 8.47394], [-2.02350, 6.83168, 2.17268], [-1.05797, 7.98087, 1.97732], [-1.91491, 9.11025, 2.01574], [-3.00971, 8.77989, 2.75370], [-3.79933, 9.56448, 3.16460], [-3.05613, 7.45157, 2.95554], [-0.42763, 7.94348, 0.77917], [-2.43609, 6.50702, 1.21718], [-1.59619, 5.98021, 2.69247], [-0.30612, 8.08106, 2.76182], [-4.53361, 2.79159, -9.04794], [-3.41454, 1.77238, -8.95735], [-3.89309, 0.89432, -7.95900], [-5.25897, 0.94682, -7.96074], [-5.96156, 0.16739, -7.42032], [-5.67525, 2.01176, -8.68412], [-2.24529, 2.31976, -8.54981], [-4.38477, 3.58789, -8.31735], [-4.66549, 3.21491, -10.03907], [-3.23505, 1.20769, -9.87394], [-6.00465, 10.30646, 6.10589], [-6.55752, 10.50994, 4.71222], [-7.81591, 11.11919, 4.97603], [-7.72746, 11.77050, 6.16588], [-8.51773, 12.55621, 6.56832], [-6.60804, 11.39281, 6.82318], [-6.76931, 9.34647, 4.06206], [-6.34854, 9.35949, 6.52471], [-4.92208, 10.36134, 6.15755], [-5.96069, 11.16630, 4.07860], [-8.87090, 7.63814, 8.30864], [-9.27062, 6.20179, 8.58189], [-8.33861, 5.47503, 7.80828], [-7.21432, 6.23271, 7.66776], [-6.17066, 5.84040, 7.28355], [-7.46963, 7.51005, 8.05556], [-10.52568, 5.92305, 8.15692], [-9.37301, 8.01413, 7.41575], [-9.04472, 8.31183, 9.14250], [-9.18136, 5.89601, 9.62601], [-7.29038, 0.03872, -2.73611], [-6.04225, 0.83600, -3.05736], [-6.43448, 2.15367, -2.73660], [-7.41186, 2.08716, -1.78634], [-7.79491, 3.00245, -1.14585], [-7.87535, 0.81778, -1.68951], [-5.73629, 0.77628, -4.38129], [-7.96150, 0.01676, -3.59597], [-7.09094, -0.97245, -2.39365], [-5.16158, 0.56767, -2.47248]],
  "charge": -1,
  "gap_ev": 6.4,
  "homo_ev": -4.94
}


Energy for every record listed, in sequence, given in eV: -8794.929 -7447.023 -176813.482.